{
  "formula": "C4H7NO",
  "method": "ωB97M-V/def2-TZVPD",
  "gap_ev": [8.2, 8.2],
  "multiplicity": 1,
  "molar_mass_g_mol": 85.1,
  "elements": ["C", "N", "C", "C", "C", "O", "H", "H", "H", "H", "H", "H", "H"],
  "xyz": [[-1.0175, 1.7532, 1.5066], [0.1658, 1.6573, 0.7013], [0.8231, 0.8988, 0.0760], [1.1087, -0.8730, -0.9368], [0.7276, -1.8920, 0.0375], [-0.2675, -1.0086, 0.4225], [-1.4167, 0.7443, 1.6390], [-1.7445, 2.3889, 0.9958], [-0.7732, 2.2042, 2.4708], [2.1262, -0.5476, -1.1230], [0.4299, -0.7547, -1.7743], [0.3828, -2.8543, -0.3781], [1.5035, -2.0906, 0.7957]]
}


{
  "formula": "C4H7NO",
  "method": "ωB97M-V/def2-TZVPD",
  "gap_ev": 10.1,
  "multiplicity": 1,
  "molar_mass_g_mol": 85.1,
  "smiles": "CC(=O)N1CC1",
  "elements": ["C", "C", "O", "N", "C", "C", "H", "H", "H", "H", "H", "H", "H"],
  "xyz": [[-2.0037, -0.5241, -0.1050], [-0.9551, 0.5283, -0.0184], [-1.1485, 1.6737, 0.1461], [0.4605, 0.1853, -0.3832], [1.7655, 0.8229, -0.1386], [1.4876, -0.5718, 0.1931], [-2.6322, -0.4284, -1.0337], [-2.6944, -0.5847, 0.7448], [-1.5510, -1.5197, -0.1292], [2.3444, 1.3680, -0.9481], [1.6974, 1.4246, 0.6786], [1.8444, -1.4589, -0.2849], [1.3850, -0.9152, 1.2785]]
}


{
  "formula": "C4H7NO",
  "method": "ωB97M-V/def2-TZVPD",
  "gap_ev": 10.4,
  "multiplicity": 1,
  "molar_mass_g_mol": 85.1,
  "smiles": "O[C@H]1C[C@H]2N[C@@H]12",
  "elements": ["O", "C", "C", "C", "N", "C", "H", "H", "H", "H", "H", "H", "H"],
  "xyz": [[1.7574, -0.0105, 0.9012], [0.9956, 0.2840, -0.3457], [0.2175, -0.9600, -0.5898], [-1.0555, -0.2757, -0.1541], [-0.8189, 0.5753, 1.0320], [-0.4476, 1.0732, -0.2835], [1.1907, -0.3178, 1.6235], [1.9253, 0.2641, -0.8984], [0.7619, -1.6165, 0.0574], [0.2252, -1.3043, -1.6232], [-2.0541, -0.6367, -0.3413], [-1.6922, 0.9987, 1.3241], [-1.0053, 1.9263, -0.7023]]
}


{
  "formula": "C4H7NO",
  "method": "ωB97M-V/def2-TZVPD",
  "gap_ev": 10.4,
  "multiplicity": 1,
  "molar_mass_g_mol": 85.1,
  "smiles": "O=CCN1CC1",
  "elements": ["O", "C", "C", "N", "C", "C", "H", "H", "H", "H", "H", "H", "H"],
  "xyz": [[-2.7002, -0.5548, 1.4247], [-1.9239, -0.1842, 0.5778], [-0.6059, 0.5514, 0.8087], [0.3836, -0.3441, 0.2410], [0.7007, -0.4502, -1.1651], [1.7194, -0.0028, -0.1673], [-2.0926, -0.3914, -0.4983], [-0.4262, 0.6452, 1.8881], [-0.6418, 1.5648, 0.3495], [0.3465, 0.2937, -1.8859], [0.7150, -1.4721, -1.5452], [2.4822, -0.6970, 0.1867], [2.0432, 1.0415, -0.2148]]
}


{
  "formula": "C4H7NO",
  "method": "ωB97M-V/def2-TZVPD",
  "gap_ev": 10.8,
  "multiplicity": 1,
  "molar_mass_g_mol": 85.1,
  "smiles": "C=NCCC=O",
  "elements": ["C", "N", "C", "C", "C", "O", "H", "H", "H", "H", "H", "H", "H"],
  "xyz": [[-1.7060, 0.1255, -0.9619], [-0.4965, -0.0865, -1.2618], [0.2649, -0.9370, -0.3624], [1.2778, -0.0736, 0.3978], [0.5996, 1.1020, 1.0618], [1.0015, 2.2370, 1.0193], [-2.3038, 0.7994, -1.5765], [-2.2034, -0.3327, -0.0925], [0.8015, -1.6830, -0.9579], [-0.3846, -1.4772, 0.3484], [1.7517, -0.6778, 1.1844], [2.0565, 0.3106, -0.2656], [-0.3319, 0.8504, 1.6190]]
}


{
  "formula": "C4H7NO",
  "method": "ωB97M-V/def2-TZVPD",
  "gap_ev": [8.2, 7.7],
  "multiplicity": 1,
  "molar_mass_g_mol": 85.1,
  "elements": ["C", "N", "C", "C", "C", "O", "H", "H", "H", "H", "H", "H", "H"],
  "xyz": [[-1.7443, 0.3805, -0.2599], [-0.3251, 0.1476, -0.4133], [0.4019, -0.9916, -0.3512], [1.6974, -0.2284, -0.1439], [0.7142, 0.9137, 0.1246], [0.4598, 0.9695, 1.4804], [-2.0119, 0.2060, 0.7874], [-1.9966, 1.4099, -0.5268], [-2.2990, -0.3104, -0.8975], [0.2240, -1.8334, -1.0147], [0.2575, -0.0150, 1.6196], [2.3711, -0.4352, 0.6866], [2.2509, -0.2133, -1.0912]]
}


{
  "formula": "C4H7NO",
  "method": "ωB97M-V/def2-TZVPD",
  "gap_ev": 11.6,
  "multiplicity": 1,
  "molar_mass_g_mol": 85.1,
  "smiles": "CCOCC#N",
  "elements": ["C", "C", "O", "C", "C", "N", "H", "H", "H", "H", "H", "H", "H"],
  "xyz": [[-1.5948, -0.8687, -0.2420], [-0.7169, 0.2931, -0.6602], [0.0199, 0.7498, 0.4752], [1.3903, 0.8931, 0.2613], [2.0609, -0.4097, 0.0240], [2.5500, -1.4388, -0.1747], [-2.2601, -0.5682, 0.5727], [-2.2064, -1.2107, -1.0831], [-0.9749, -1.7010, 0.1043], [-1.3161, 1.1306, -1.0390], [-0.0300, -0.0171, -1.4591], [1.8144, 1.3416, 1.1635], [1.6199, 1.5535, -0.5882]]
}


{
  "formula": "C4H7NO",
  "method": "ωB97M-V/def2-TZVPD",
  "gap_ev": 9.5,
  "multiplicity": 1,
  "molar_mass_g_mol": 85.1,
  "elements": ["C", "N", "C", "C", "C", "O", "H", "H", "H", "H", "H", "H", "H"],
  "xyz": [[-1.5207, -0.1333, 0.1815], [-1.2527, 1.2780, 0.0746], [-0.5858, 0.3622, -0.8741], [0.8580, 0.0773, -0.8196], [1.5128, -0.0868, 0.5018], [1.2814, -1.4471, 0.1181], [-1.0897, -0.7115, 0.9967], [-2.5118, -0.4458, -0.1366], [-0.5957, 1.5769, 0.7917], [-0.9868, 0.4414, -1.8812], [1.3710, -1.2295, -0.9702], [2.5664, 0.1884, 0.5996], [0.9536, 0.1298, 1.4178]]
}